# 1
A cluster of 13 separate species, C15H56N18O13 in total in a non-equilibrium geometry. Source: the Open Molecules 2025 dataset; level of theory: ωB97M-V with the def2-TZVPD basis set.

CARTESIAN COORDINATES (ANGSTROEM)
C1 -0.27614 -2.32116 -2.96782
C2 0.04250 -3.37620 -3.97370
O1 1.36785 -3.85413 -3.72029
H1 -0.26907 -2.56935 -1.88106
H2 -1.33497 -1.95101 -3.02309
H3 0.36835 -1.47634 -3.21960
H4 0.09159 -2.96195 -4.99461
H5 -0.63991 -4.26767 -3.88404
H6 1.65755 -4.29545 -4.53726
C3 -2.87972 -1.58152 0.79706
C4 -1.79814 -2.62657 0.72845
O2 -2.15618 -3.52790 -0.26514
H7 -2.90373 -0.88738 -0.00390
H8 -2.51339 -0.94377 1.59712
H9 -3.95376 -1.82516 1.02822
H10 -1.73956 -2.97388 1.79109
H11 -0.83693 -2.02568 0.41756
H12 -1.59870 -4.30626 -0.31786
C5 2.71002 -3.77124 2.90909
O3 2.32381 -4.26191 4.14991
N1 2.15369 -2.68637 2.36273
N2 3.55461 -4.38321 2.15693
H13 1.70020 -2.11282 3.01250
H14 1.99731 -2.48985 1.37068
H15 4.04081 -5.32030 2.45855
H16 3.84027 -4.08651 1.20199
C6 0.44807 3.47867 3.93008
O4 0.43027 4.68220 4.62835
N3 -0.12837 3.25737 2.80122
N4 1.07165 2.39843 4.37679
H17 -0.54593 4.11518 2.42535
H18 -0.33928 2.32104 2.35897
H19 1.56361 2.57438 5.23373
H20 1.41489 1.56087 3.93411
C7 -1.65554 4.48882 -0.29698
O5 -1.50756 4.58466 1.07621
N5 -2.49169 5.31575 -0.88660
N6 -1.22825 3.50432 -1.08622
H21 -2.83298 6.02623 -0.28035
H22 -2.88021 5.26317 -1.91191
H23 -0.58693 2.82419 -0.55764
H24 -1.43951 3.49941 -2.09147
C8 4.08437 0.08443 2.21482
O6 2.90899 0.60152 2.84320
N7 5.17238 0.76536 2.13636
N8 4.23720 -1.08188 1.63195
H25 5.21729 1.77456 2.47656
H26 5.94302 0.41149 1.61154
H27 3.38430 -1.64203 1.85838
H28 5.09006 -1.64508 1.74220
C9 1.64901 1.28474 -2.57032
O7 0.78822 2.36793 -2.73664
N9 2.34324 1.18373 -1.54117
N10 1.90581 0.49602 -3.51787
H29 1.95543 1.79523 -0.83247
H30 2.86858 0.31414 -1.25375
H31 1.10286 0.48491 -4.20489
H32 2.43326 -0.40708 -3.31036
C10 -1.14343 0.44329 -4.84582
O8 -1.95170 -0.56860 -5.24592
N11 -1.28563 1.08585 -3.72229
N12 -0.14216 0.81317 -5.53744
H33 -2.05989 0.82278 -3.08271
H34 -0.47730 1.56162 -3.33884
H35 -0.21905 0.36254 -6.50114
H36 0.36725 1.71676 -5.54173
C11 -0.60333 -0.54418 4.21563
O9 0.69526 -0.77925 4.09280
N13 -1.09679 0.64918 4.27914
N14 -1.49075 -1.50756 4.12382
H37 -0.31598 1.31527 4.43449
H38 -1.99025 0.80780 4.79704
H39 -1.04207 -2.39899 4.11672
H40 -2.55746 -1.50593 3.98335
C12 2.93637 -1.68286 -1.49356
O10 2.05192 -2.45786 -0.72062
N15 3.79463 -0.78190 -0.97792
N16 2.95320 -1.73689 -2.83007
H41 3.88137 -0.73569 0.07876
H42 4.46105 -0.25828 -1.50205
H43 2.45085 -2.55244 -3.28347
H44 3.83205 -1.44296 -3.35277
C13 -0.15533 0.30079 0.66150
O11 0.94019 -0.44495 0.96483
N17 -0.52829 0.64699 -0.55380
N18 -0.97134 0.93482 1.52984
H45 0.02398 0.28331 -1.37009
H46 -1.51481 0.92055 -0.77697
H47 -0.99510 0.60418 2.50568
H48 -1.70338 1.54943 1.24214
C14 -4.14445 1.33976 2.06742
O12 -3.41701 2.20768 1.35318
H49 -3.66983 1.06776 3.01563
H50 -4.43630 0.37031 1.56308
H51 -5.11436 1.78746 2.36842
H52 -3.27394 2.93231 1.97718
C15 -4.40671 0.56626 -2.14840
O13 -3.25814 1.26115 -1.68503
H53 -3.99688 -0.36531 -2.54740
H54 -4.94127 1.13699 -2.97361
H55 -5.17461 0.41909 -1.39703
H56 -3.63520 2.05747 -1.33662

Cartesian forces (eV/Å) of the 2 atoms listed first:
-1.69 1.13 0.88
-0.73 -1.12 0.00

Output
Kohn-Sham gap (eV): 7.75
2S+1: 1
Highest occupied orbital energy (eV): -8.04
ΔE to the lowest compared entry with this formula, charge and spin (kcal/mol): 0.0
Total charge: 0
E (Eh): -2568.74569
LUMO level (eV): -0.280

---

# 2
A cluster of 14 separate species, C15H58N12O14 in total in a non-equilibrium geometry. Source: the Open Molecules 2025 dataset; level of theory: ωB97M-V with the def2-TZVPD basis set.

CARTESIAN COORDINATES (ANGSTROEM)
C1 -12.72400 -7.79600 -26.87700
C2 -11.74900 -8.45200 -25.91100
O1 -11.72900 -7.74800 -24.64500
H1 -12.50000 -6.75000 -27.01300
H2 -13.73000 -7.94300 -26.54800
H3 -12.55000 -8.28100 -27.91000
H4 -10.74400 -8.43600 -26.36000
H5 -12.09100 -9.48700 -25.83800
H6 -11.34600 -8.37300 -23.98600
C3 -7.82300 -7.97800 -26.79200
O2 -8.29400 -8.61100 -25.72800
N1 -6.57900 -7.61800 -26.89900
N2 -8.43000 -7.88200 -27.93800
H7 -6.11500 -7.50000 -26.00300
H8 -6.27900 -7.14900 -27.72100
H9 -9.33300 -8.37800 -28.05400
H10 -8.00000 -7.58400 -28.82700
C4 -4.71700 -10.69800 -26.76000
O3 -3.69300 -11.41300 -26.28200
N3 -5.80200 -11.22800 -27.28800
N4 -4.73400 -9.42900 -26.62800
H11 -5.61900 -12.19400 -27.67600
H12 -6.53000 -10.75400 -27.81300
H13 -3.98000 -9.01600 -26.04100
H14 -5.57000 -8.77100 -26.83600
C5 -8.32600 -11.82900 -22.09400
O4 -7.72400 -10.61500 -22.38900
N5 -8.30500 -12.75200 -22.98600
N6 -8.67700 -12.18400 -20.89800
H15 -8.08100 -12.44700 -23.92500
H16 -8.99800 -13.50900 -22.92700
H17 -8.50900 -11.47100 -20.14200
H18 -8.98900 -13.17100 -20.59600
C6 -4.25800 -10.58500 -22.93200
O5 -4.40700 -10.47900 -21.59000
N7 -5.29900 -10.93200 -23.63000
N8 -3.30900 -10.27500 -23.71900
H19 -6.15000 -11.24100 -22.99800
H20 -5.21200 -11.29100 -24.56200
H21 -2.46500 -10.03300 -23.26000
H22 -3.14100 -10.80200 -24.58200
C7 -12.56300 -13.10800 -26.77400
O6 -11.57400 -13.00900 -27.62700
N9 -13.30600 -14.12400 -26.60100
N10 -12.71200 -12.10800 -25.96400
H23 -13.00300 -14.99400 -27.00800
H24 -14.14800 -14.12300 -26.06100
H25 -11.89200 -11.51500 -25.98700
H26 -13.51800 -11.98400 -25.23300
C8 -8.95200 -11.59100 -25.91800
O7 -10.12300 -11.05800 -25.43200
N11 -7.78900 -11.23500 -25.61700
N12 -8.89300 -12.54700 -26.78800
H27 -7.69000 -10.24800 -25.25200
H28 -7.01900 -11.38600 -26.37000
H29 -9.84200 -12.94100 -27.18100
H30 -7.98600 -12.99200 -27.04300
C9 -10.79400 -14.21700 -24.37400
O8 -10.20600 -14.72700 -23.22400
H31 -10.55200 -13.15500 -24.66600
H32 -11.87700 -14.29700 -24.20700
H33 -10.54600 -14.71500 -25.32300
H34 -10.79600 -15.31200 -22.76300
C10 -6.13200 -7.50100 -22.77600
O9 -6.48300 -8.39200 -23.85100
H35 -6.88400 -7.41700 -21.95200
H36 -5.75600 -6.54400 -23.01000
H37 -5.20600 -7.92000 -22.36000
H38 -6.44900 -9.24200 -23.53900
C11 -7.33100 -11.69000 -29.85700
O10 -8.05100 -11.00000 -28.92600
H39 -6.75100 -11.00300 -30.50700
H40 -8.07900 -12.12300 -30.46900
H41 -6.82800 -12.54400 -29.35500
H42 -8.57500 -11.53300 -28.32000
C12 -10.05400 -15.83500 -28.02400
O11 -11.25600 -16.42500 -27.47700
H43 -9.52900 -15.48400 -27.28100
H44 -10.33800 -14.94200 -28.59700
H45 -9.48900 -16.45100 -28.67300
H46 -10.93300 -17.05400 -26.88700
C13 -10.03900 -8.67800 -22.20800
O12 -10.65300 -9.53000 -23.12400
H47 -9.78800 -9.28400 -21.34200
H48 -10.77100 -7.94900 -21.84000
H49 -9.08000 -8.29900 -22.53500
H50 -9.99100 -9.86000 -23.75300
C14 -11.44500 -10.39100 -29.21400
O13 -10.54400 -9.71900 -28.40200
H51 -11.76000 -9.70800 -30.03700
H52 -12.22200 -10.80500 -28.69300
H53 -11.00800 -11.23700 -29.71800
H54 -9.94600 -10.39200 -28.03600
C15 -6.73200 -14.37300 -25.51100
O14 -6.46700 -14.01800 -26.87400
H55 -5.74000 -14.11500 -25.07200
H56 -6.97900 -15.45000 -25.43800
H57 -7.48400 -13.74100 -25.13300
H58 -5.66300 -14.49500 -27.05500

Cartesian forces (eV/Å) of the 2 atoms listed first:
1.33 -0.86 -1.53
0.10 1.00 0.17

Output
Kohn-Sham gap (eV): 8.21
2S+1: 1
Highest occupied orbital energy (eV): -8.23
ΔE to the lowest compared entry with this formula, charge and spin (kcal/mol): 287.4
Total charge: 0
E (Eh): -2316.60410
LUMO level (eV): -0.024